Density functional theory data (ωB97M-V with the def2-TZVPD basis set) for a cluster of 6 separate species, C32H81N5O12 in total in a non-equilibrium geometry.

Properties
**Frontier orbital gap**: 8.94 eV
**Net charge**: 0
**SMILES string**: COCCNCCOC.COCCNCCOC.COCCNCCOC.COCCNCCOC.COCCNCCOC.OCCO
**E_LUMO**: 0.647 eV
**Relative energy (zero: lowest compared OMol25 entry of this formula, charge and spin)**: 0.4678 eV

The geometry in XYZ format:
```
130
Properties=species:S:1:pos:R:3:lowdin_charge:R:1
C 0.944 -0.945 -1.093 -0.215
C 1.937 0.172 -0.964 -0.189
O 1.331 1.184 -0.135 -0.107
O -0.164 -0.756 -1.990 -0.087
H 0.502 -1.172 -0.116 0.106
H 1.341 -1.862 -1.526 0.108
H 2.178 0.645 -1.914 0.119
H 2.797 -0.215 -0.409 0.114
H 1.812 2.016 -0.263 0.050
H -0.726 -0.058 -1.614 0.049
C -0.503 4.564 1.272 -0.116
O 0.288 3.436 1.603 -0.218
C 0.127 3.104 2.983 -0.210
C 1.072 1.968 3.330 -0.191
N 0.609 0.725 2.712 -0.041
C 1.348 -0.464 3.133 -0.206
C 2.853 -0.415 2.828 -0.216
O 3.519 -1.655 3.016 -0.185
C 3.179 -2.369 4.181 -0.127
H -1.579 4.450 1.447 0.089
H -0.354 4.656 0.197 0.077
H -0.229 5.485 1.794 0.091
H -0.907 2.812 3.188 0.117
H 0.364 4.002 3.567 0.123
H 1.095 1.870 4.418 0.127
H 2.093 2.212 3.015 0.098
H 0.717 0.774 1.698 0.069
H 0.972 -1.274 2.499 0.113
H 1.184 -0.695 4.185 0.111
H 3.343 0.315 3.488 0.117
H 2.996 -0.110 1.794 0.098
H 2.167 -2.772 4.186 0.084
H 3.439 -1.784 5.071 0.093
H 3.866 -3.213 4.270 0.086
C -0.363 -4.574 -0.139 -0.109
O -1.539 -4.424 0.638 -0.183
C -2.018 -3.090 0.623 -0.242
C -3.331 -3.007 1.366 -0.196
N -4.399 -3.552 0.507 -0.040
C -5.743 -3.207 0.995 -0.221
C -6.725 -4.260 0.548 -0.258
O -6.413 -5.526 1.091 -0.190
C -7.152 -6.566 0.468 -0.098
H 0.420 -3.957 0.311 0.080
H -0.448 -4.383 -1.212 0.086
H -0.062 -5.620 -0.082 0.084
H -2.173 -2.694 -0.386 0.124
H -1.251 -2.499 1.147 0.109
H -3.588 -1.987 1.645 0.099
H -3.204 -3.616 2.270 0.126
H -4.362 -4.563 0.591 0.100
H -6.096 -2.272 0.552 0.110
H -5.786 -3.139 2.089 0.122
H -6.773 -4.271 -0.547 0.122
H -7.715 -3.920 0.884 0.124
H -7.198 -6.393 -0.613 0.084
H -8.155 -6.596 0.900 0.089
H -6.572 -7.481 0.579 0.088
C 2.414 4.231 -1.682 -0.095
O 3.101 3.368 -0.807 -0.229
C 3.568 3.961 0.412 -0.179
C 4.344 2.830 1.085 -0.200
N 5.023 3.278 2.312 -0.035
C 6.211 4.069 1.939 -0.216
C 7.190 4.199 3.096 -0.241
O 7.742 2.928 3.348 -0.199
C 8.629 2.905 4.452 -0.104
H 1.970 3.591 -2.445 0.087
H 3.023 4.984 -2.190 0.091
H 1.592 4.757 -1.185 0.079
H 2.713 4.332 0.978 0.120
H 4.265 4.764 0.158 0.117
H 4.973 2.369 0.318 0.128
H 3.602 2.119 1.458 0.086
H 5.344 2.443 2.791 0.103
H 5.941 5.080 1.633 0.111
H 6.751 3.627 1.092 0.123
H 6.570 4.464 3.969 0.125
H 7.943 4.985 2.984 0.122
H 9.177 1.969 4.411 0.087
H 8.044 2.988 5.373 0.088
H 9.336 3.739 4.430 0.084
C -7.501 3.196 1.365 -0.105
O -6.289 2.704 0.828 -0.208
C -6.158 1.296 0.894 -0.231
C -4.750 0.863 0.561 -0.198
N -3.761 1.687 1.281 -0.050
C -2.367 1.374 0.932 -0.155
C -1.953 2.067 -0.369 -0.221
O -2.143 1.247 -1.517 -0.211
C -1.791 1.913 -2.712 -0.098
H -8.331 2.905 0.720 0.086
H -7.409 4.280 1.404 0.085
H -7.629 2.871 2.401 0.087
H -6.880 0.846 0.203 0.124
H -6.366 0.985 1.925 0.122
H -4.536 0.851 -0.512 0.120
H -4.661 -0.121 1.028 0.095
H -3.994 2.637 1.017 0.090
H -2.181 0.309 0.820 0.122
H -1.762 1.858 1.698 0.076
H -0.902 2.389 -0.287 0.090
H -2.403 3.059 -0.522 0.121
H -1.845 1.186 -3.517 0.095
H -0.869 2.503 -2.678 0.087
H -2.534 2.702 -2.910 0.090
C -2.271 -4.588 -5.592 -0.112
O -1.137 -3.883 -6.068 -0.200
C -0.997 -2.586 -5.499 -0.211
C 0.515 -2.255 -5.492 -0.225
N 0.774 -0.993 -4.868 -0.048
C 2.136 -0.496 -5.068 -0.199
C 3.305 -1.370 -4.611 -0.227
O 3.176 -1.571 -3.226 -0.212
C 4.135 -2.491 -2.740 -0.099
H -2.065 -5.644 -5.747 0.084
H -3.218 -4.275 -6.039 0.084
H -2.384 -4.413 -4.517 0.078
H -1.504 -2.472 -4.540 0.115
H -1.464 -1.894 -6.210 0.119
H 0.933 -2.418 -6.487 0.125
H 0.941 -3.118 -4.947 0.117
H 0.597 -1.071 -3.868 0.072
H 2.191 0.500 -4.619 0.108
H 2.202 -0.242 -6.132 0.116
H 4.216 -0.795 -4.825 0.124
H 3.322 -2.324 -5.149 0.117
H 3.940 -2.674 -1.686 0.085
H 5.159 -2.114 -2.833 0.088
H 4.081 -3.434 -3.291 0.088
```

=====

Density functional theory data (ωB97M-V with the def2-TZVPD basis set) for an isolated molecule of C6H12.

Properties
**Frontier orbital gap**: 11.38 eV
**Net charge**: 0
**SMILES string**: CC1(C)CCC1
**E_LUMO**: 1.014 eV
**Relative energy (zero: lowest compared OMol25 entry of this formula, charge and spin)**: 0.8267 eV

The geometry in XYZ format:
```
18
Properties=species:S:1:pos:R:3:nbo_charge:R:1
C -1.268 -1.025 0.543 -0.600
C -0.344 0.045 -0.028 -0.044
C -1.148 1.173 -0.666 -0.600
C 0.747 0.514 0.979 -0.403
C 1.834 -0.195 0.140 -0.405
C 0.780 -0.531 -0.939 -0.403
H -1.900 -1.454 -0.246 0.207
H -0.698 -1.841 1.004 0.206
H -1.931 -0.604 1.310 0.207
H -1.772 0.797 -1.486 0.207
H -0.486 1.943 -1.080 0.205
H -1.812 1.649 0.067 0.207
H 0.861 1.602 1.009 0.202
H 0.629 0.153 2.007 0.203
H 2.256 -1.082 0.622 0.202
H 2.662 0.443 -0.183 0.204
H 0.687 -1.597 -1.170 0.202
H 0.901 0.013 -1.884 0.203
```

=====

Density functional theory data (ωB97M-V with the def2-TZVPD basis set) for a cluster of 2 separate species, C9H16Br2FN4O2S in total in a non-equilibrium geometry.

Properties
**Frontier orbital gap**: 8.56 eV
**Net charge**: +1
**E_LUMO**: -3.193 eV

The geometry in XYZ format:
```
35
Properties=species:S:1:pos:R:3:nbo_charge:R:1
C -0.379 -0.205 -2.236 -0.684
C -0.713 0.009 -3.797 -0.026
Br -1.938 -1.282 -4.694 0.113
C -0.164 1.114 -4.495 -0.023
Br -0.637 1.363 -6.418 0.108
N 0.695 2.028 -3.735 -0.514
N 0.130 3.316 -3.625 -0.620
S 2.329 2.043 -4.299 2.331
O 2.544 1.402 -5.624 -0.822
O 3.224 1.348 -3.303 -0.863
F 2.842 3.649 -4.309 -0.450
H -0.720 -1.215 -1.853 0.245
H 0.725 0.009 -2.084 0.256
H -0.949 0.640 -1.703 0.216
H 0.168 3.599 -2.626 0.358
H -0.885 3.172 -3.787 0.375
C 0.005 -3.775 4.286 -0.630
C -0.688 -2.438 4.459 -0.214
N -0.447 -1.483 3.364 -0.275
C 0.063 -1.740 2.106 -0.034
C 0.109 -0.552 1.445 -0.043
N -0.390 0.401 2.306 -0.276
C -0.733 -0.181 3.456 0.248
C -0.531 1.827 2.027 -0.414
H 1.083 -3.646 4.157 0.227
H -0.162 -4.402 5.163 0.257
H -0.381 -4.310 3.415 0.221
H -0.341 -1.967 5.382 0.226
H -1.768 -2.580 4.540 0.227
H 0.343 -2.740 1.827 0.261
H 0.434 -0.262 0.462 0.258
H -1.164 0.314 4.314 0.249
H 0.036 2.392 2.766 0.238
H -1.586 2.098 2.084 0.235
H -0.152 2.053 1.031 0.237
```

=====

net charge of number 1 (C32H81N5O12)?
0

=====

The highest frontier orbital gap belongs to which entry?
C6H12